Here is a molecular structure, C29H27AsN3O12PtS2 from the Open Molecules 2025 dataset. Energies are from wB97M-V/def2-TZVPD.

Results
HOMO level (alpha / beta) (eV): -4.5 / -6.4
ΔE to the lowest compared entry with this formula, charge and spin (kJ/mol): 105.7
Max |F| (eV/Å): 1.2
E_tot (eV): -145308.7376
Multiplicity: 3
Net charge: -1
LUMO energy (alpha / beta) (eV): 2.02 / 0.65

CARTESIAN COORDINATES (ANGSTROEM)
Pt (-1.262, -0.439, 0.651)
O (2.347, 5.398, -0.500)
C (3.276, 4.586, 0.058)
O (4.427, 4.923, 0.106)
C (2.725, 3.292, 0.555)
C (3.333, 2.105, 0.175)
C (2.694, 0.899, 0.404)
C (1.451, 0.878, 1.034)
C (0.916, 2.055, 1.548)
C (1.541, 3.256, 1.285)
N (0.699, -0.310, 1.068)
C (1.296, -1.510, 1.108)
C (0.569, -2.616, 0.658)
C (0.999, -3.960, 0.638)
C (0.208, -4.908, 0.049)
C (-1.017, -4.540, -0.538)
C (-1.426, -3.233, -0.441)
N (-0.676, -2.303, 0.158)
H (1.522, 4.901, -0.613)
H (4.268, 2.138, -0.369)
H (3.114, -0.017, 0.007)
H (-0.028, 2.036, 2.068)
H (1.085, 4.177, 1.631)
H (2.323, -1.592, 1.442)
H (1.951, -4.213, 1.086)
H (0.524, -5.943, 0.035)
H (-1.653, -5.263, -1.026)
H (-2.379, -2.898, -0.825)
O (-2.374, 2.813, 3.419)
As (-3.055, 1.502, 2.431)
O (-4.590, 1.906, 2.104)
O (-1.926, 1.415, 1.139)
C (-2.344, 0.032, 3.497)
C (-1.590, 0.309, 4.621)
C (-0.823, -0.700, 5.202)
C (-0.790, -1.972, 4.657)
C (-1.556, -2.273, 3.539)
C (-2.320, -1.273, 2.954)
S (-3.630, -1.745, 1.801)
O (-3.448, -3.144, 1.513)
O (-4.844, -1.351, 2.449)
O (-3.331, -0.870, 0.583)
H (-2.780, 3.621, 3.082)
H (-1.586, 1.311, 5.026)
H (-0.240, -0.480, 6.087)
H (-0.176, -2.739, 5.111)
H (-1.585, -3.269, 3.116)
C (3.905, -1.594, -1.209)
C (2.758, -1.012, -1.991)
C (1.730, -1.824, -2.463)
C (0.706, -1.302, -3.236)
C (0.705, 0.055, -3.526)
C (1.709, 0.887, -3.058)
C (2.731, 0.345, -2.295)
S (-0.501, 0.736, -4.622)
O (-0.540, -0.121, -5.774)
O (-0.205, 2.134, -4.794)
N (-1.925, 0.607, -3.808)
C (-2.588, 1.858, -3.404)
C (-2.379, 2.208, -1.932)
C (-1.029, 1.777, -1.399)
O (-0.136, 2.560, -1.128)
O (-0.937, 0.466, -1.277)
H (3.653, -2.578, -0.811)
H (4.182, -0.948, -0.374)
H (4.787, -1.705, -1.844)
H (1.734, -2.880, -2.223)
H (-0.070, -1.945, -3.633)
H (1.664, 1.945, -3.275)
H (3.524, 0.990, -1.931)
H (-1.820, -0.013, -3.010)
H (-3.657, 1.762, -3.601)
H (-2.211, 2.644, -4.054)
H (-3.104, 1.678, -1.312)
H (-2.527, 3.279, -1.798)